This record from OMol25 describes an isolated molecule of C6H10O. The level of theory is wB97M-V/def2-TZVPD.

The geometry in XYZ format:
```
17
Properties=species:S:1:pos:R:3:forces:R:3:mulliken_charge:R:1
H -1.59915 1.22778 -2.81122 0.2019 0.0479 -0.0439 0.341
C -0.81548 -0.01240 -0.53817 0.7605 -0.5023 0.3489 -0.506
H 2.35910 -0.87775 2.23000 0.0202 0.3464 0.3604 0.302
C -1.16409 1.96780 -2.10121 -0.4375 0.0644 0.1570 -0.085
C 1.82107 -1.72279 1.83198 -0.1219 -0.2994 -0.6712 -1.129
H -1.71139 -0.62307 -0.43717 -0.3407 0.2359 -0.1551 0.305
C 0.05953 -0.36099 0.66136 -0.5767 0.3511 -0.3723 -0.349
H -0.29531 -0.39932 -1.42524 -0.1365 0.1693 0.0263 0.338
O -0.88443 3.07792 -2.46607 0.1532 -0.1251 -0.0146 -0.470
H -2.06958 1.74664 -0.24344 -0.2728 -0.0953 0.0156 0.322
H 1.17863 -1.82621 -0.28689 -0.0989 -0.1068 -0.1673 0.305
C -1.10302 1.48715 -0.67495 0.1349 -0.0504 0.2198 -0.454
H -0.14721 0.19458 1.57614 0.0584 -0.0995 0.0126 0.305
H 2.57900 -2.44607 1.53596 -0.0190 -0.0646 -0.0705 0.321
H 1.21691 -2.19927 2.59695 -0.0531 0.0850 0.2545 0.294
H -0.39659 2.08127 -0.09210 0.1888 0.0360 -0.2757 0.344
C 0.97201 -1.31527 0.64408 0.5394 0.0076 0.3753 -0.184
```
Forces are in eV/Å.

As for the SMILES: C/C=C/CCC=O. As for the spin multiplicity: 1. Its frontier orbital gap is 10.50 eV.